1.
Below is a structure of composition C33H100BeNO18, with properties calculated with ωB97M-V/def2-TZVPD.

```
153
Properties=species:S:1:pos:R:3:forces:R:3
Be -3.2234 -2.6124 -1.7257 1.1 1.3 0.7
C -3.3819 0.6374 1.1336 0.0 -0.8 -1.0
C -1.9248 0.8992 0.7555 -0.4 -1.6 1.7
C -1.2658 0.6665 2.1991 2.1 1.4 -2.2
C 0.2597 0.6194 2.0423 0.6 -0.5 -0.8
C 0.7120 -0.4546 0.9866 -0.6 0.4 0.6
C 0.0306 -0.3249 -0.4203 0.4 1.5 1.7
N -1.4402 -0.1466 -0.1685 0.0 -1.4 -0.9
O -2.1840 -0.2011 -1.4051 0.2 -0.7 0.9
C 0.3687 -1.5157 -1.2418 0.0 -2.0 -0.2
C 0.6950 0.8644 -1.1265 0.0 1.1 0.1
C -1.8362 2.3021 0.2572 0.6 1.7 0.1
H -3.4316 -0.4138 1.4178 -0.2 -0.3 0.0
H -3.9943 0.7592 0.2402 -0.4 0.2 0.3
H -3.6568 1.2366 2.0017 -0.2 0.3 -0.4
H -1.5646 -0.2378 2.7292 -0.6 0.1 -0.2
H -1.4307 1.6037 2.7307 -0.6 -0.3 0.5
H 0.7120 0.3924 3.0077 0.2 -0.2 0.1
H 0.6451 1.6054 1.7831 -0.1 0.2 -0.2
H 0.5160 -1.3901 1.5106 -0.4 -0.6 -0.5
H 1.7911 -0.5084 0.8425 0.1 0.4 0.0
H -0.1519 -1.5916 -2.1964 -0.2 0.2 0.1
H 0.2184 -2.4365 -0.6782 -0.7 -0.2 0.0
H 1.4334 -1.6224 -1.4495 0.2 0.7 -0.1
H -0.0659 1.3370 -1.7476 0.3 0.2 -0.2
H 1.6096 0.6853 -1.6919 -0.3 -0.8 -0.4
H 1.0975 1.6018 -0.4321 -0.6 0.3 0.3
H -2.5009 2.5619 -0.5666 0.2 -0.7 -0.4
H -0.8128 2.5936 0.0210 -0.1 0.0 -0.2
H -2.1685 3.0383 0.9891 0.0 -0.2 0.5
C -3.4926 3.7776 3.3646 0.5 -0.1 0.4
C -4.8948 3.8036 3.9014 0.5 1.1 0.2
O -5.6417 2.7920 3.3415 -1.3 -0.8 -1.2
H -2.8487 4.4470 3.9352 0.2 -0.1 0.0
H -3.4406 4.0884 2.3211 -0.1 -0.1 0.1
H -3.1557 2.7439 3.4416 0.5 0.1 0.1
H -5.3137 4.7567 3.5785 -0.5 0.1 0.4
H -4.9614 3.6921 4.9836 0.3 0.5 0.2
H -5.3532 1.9567 3.7164 0.0 -0.3 0.1
C -1.4404 -3.2456 4.0038 0.4 -0.5 -0.8
C -2.3991 -4.2990 3.4340 -0.4 1.6 1.3
O -3.3532 -3.5877 2.6018 0.1 -0.6 -0.3
H -1.9944 -2.4047 4.4211 0.2 -0.3 0.7
H -0.7780 -2.7914 3.2669 -0.4 0.0 -0.9
H -0.6477 -3.7342 4.5703 -0.5 0.1 1.0
H -3.1529 -4.6192 4.1533 1.2 -0.8 1.0
H -1.8387 -5.1354 3.0162 -0.4 0.0 -0.6
H -4.1566 -4.0725 2.8047 -0.3 0.3 -0.7
C 2.4617 -5.3224 -0.0658 0.9 0.1 -0.9
C 4.0324 -5.2988 -0.0285 -2.0 -0.7 1.4
O 4.4113 -5.0383 1.3089 0.7 -0.2 0.4
H 2.0342 -6.0089 0.6650 0.4 0.2 0.4
H 2.1282 -5.7570 -1.0081 -0.1 0.4 -0.4
H 2.0700 -4.3131 0.0610 -0.2 -0.1 0.0
H 4.5197 -4.5712 -0.6774 -0.3 -0.2 -0.5
H 4.3130 -6.3394 -0.1913 0.6 0.2 -0.5
H 3.8961 -4.2973 1.6360 -0.2 0.4 -0.1
C 2.1338 -4.0937 -5.5245 -0.7 -2.3 0.4
C 2.3736 -3.5466 -4.1400 -0.8 0.4 -1.4
O 3.3135 -2.5496 -4.3571 1.2 0.6 1.1
H 1.4310 -4.9166 -5.3943 -0.2 -0.4 -0.3
H 3.0526 -4.5319 -5.9143 0.0 0.2 -0.2
H 1.6483 -3.4281 -6.2383 0.4 0.4 0.2
H 2.6848 -4.2822 -3.3983 0.3 0.0 -0.2
H 1.4207 -3.1126 -3.8374 -0.2 0.1 0.7
H 2.8298 -1.9464 -4.9262 0.2 0.9 0.1
C -2.1270 6.6567 0.6953 0.2 0.6 -1.2
C -3.5346 7.0465 0.1592 1.4 -0.8 1.2
O -4.4588 6.6556 1.1298 -1.1 0.5 0.5
H -2.0438 5.6647 1.1393 -0.5 0.0 0.0
H -1.7235 7.3936 1.3897 -0.2 0.0 0.1
H -1.4695 6.6488 -0.1741 0.4 0.0 0.0
H -3.7042 6.5524 -0.7975 -0.2 0.1 -0.1
H -3.5957 8.1290 0.0473 0.0 0.0 -0.2
H -4.7674 5.7656 0.9448 0.0 -0.1 -0.4
C -1.0796 0.1687 6.0586 1.1 -1.3 -1.0
C 0.4600 -0.0205 6.1253 -1.1 2.5 0.0
O 0.9258 0.8044 7.2224 0.3 -1.1 0.2
H -1.4381 -0.1388 5.0762 0.0 -0.3 -0.2
H -1.3621 1.2210 6.0915 -0.1 -0.2 0.8
H -1.4619 -0.5625 6.7708 -0.7 0.8 0.4
H 0.8883 0.4668 5.2494 0.2 -0.8 -0.4
H 0.7280 -1.0722 6.2261 0.3 0.3 0.2
H 0.8537 1.7131 6.9214 0.0 0.0 0.0
O -5.2887 4.0784 0.4881 0.1 0.2 -0.2
H -5.5113 3.2674 0.0311 0.0 -0.2 -0.2
H -5.4168 3.8748 1.4146 -0.2 -0.5 0.5
O -5.1854 -3.0083 -0.0579 0.1 0.0 -0.2
H -5.1717 -2.7761 0.8706 0.2 0.3 0.3
H -5.8680 -3.6756 -0.1283 -0.2 -0.2 -0.2
O -0.5793 0.7441 -4.2738 0.3 0.3 -0.4
H -0.9739 0.6423 -3.4077 -0.4 -0.3 0.8
H -1.2038 0.3336 -4.8719 -0.1 0.0 -0.1
O -1.4441 -4.4003 -2.2146 -0.3 0.3 -0.3
H -0.7514 -4.7798 -1.6739 0.3 0.1 0.4
H -1.8233 -5.1472 -2.6779 -0.3 -0.2 -0.2
O -2.0461 -2.9989 0.4532 0.3 -0.5 -1.2
H -2.4054 -3.3363 1.2737 -0.7 -0.2 0.0
H -1.5882 -2.1965 0.7037 0.2 1.1 -0.4
O -4.5805 0.2635 4.3940 -0.1 0.2 0.0
H -4.4724 -0.4579 5.0138 0.0 -0.1 0.3
H -4.1676 -0.0481 3.5886 0.2 -0.1 -0.4
O -2.2703 -2.2327 -4.0008 -0.1 0.0 0.2
H -2.4336 -1.7299 -4.7988 -0.3 0.2 -0.2
H -1.6892 -2.9410 -4.2781 0.3 -0.3 0.1
C 3.4083 1.3967 -4.7875 1.2 3.2 1.3
C 2.5832 0.7073 -5.7355 -1.2 -2.7 -2.0
C 3.3452 -0.0769 -6.8158 1.7 0.2 0.0
O 1.9017 -0.2562 -4.9930 -0.8 -1.8 0.4
H 3.8079 2.3062 -5.2362 0.7 0.0 -0.1
H 4.1663 0.8364 -4.2401 0.0 -0.3 -0.6
H 2.7772 1.8372 -4.0156 -0.3 -0.2 0.2
H 1.7967 1.2860 -6.2197 0.3 0.8 -0.1
H 3.0054 -1.0201 -7.2436 -1.3 0.4 0.0
H 4.2713 -0.4614 -6.3885 0.3 0.3 0.4
H 3.6896 0.5706 -7.6221 -0.2 0.1 -0.1
H 1.1719 0.1721 -4.5396 -0.6 0.0 0.3
C 4.1616 -0.6801 3.5080 0.5 -0.6 -0.4
C 3.9587 -2.1545 3.1568 -1.5 0.5 2.5
C 3.0328 -2.8908 4.2582 2.2 -0.4 -0.9
O 3.2721 -2.2661 1.9789 -1.4 -0.2 -1.9
H 4.6500 -0.1697 2.6779 0.2 0.0 -0.1
H 4.8465 -0.6398 4.3550 -0.3 0.4 0.3
H 3.2026 -0.1765 3.6299 0.0 -0.1 0.5
H 4.8997 -2.6635 2.9480 0.4 -0.1 1.1
H 3.4321 -2.7581 5.2637 0.1 0.1 0.0
H 3.1968 -3.9354 3.9935 -0.4 -0.3 0.3
H 1.9588 -2.7117 4.3075 0.2 0.6 -0.6
H 3.8175 -1.7873 1.3505 0.1 -0.1 -0.7
C -2.3867 3.9417 -3.5259 0.7 0.8 0.0
C -2.2513 5.3833 -2.9811 0.0 -0.2 -1.1
C -0.9043 6.0478 -3.2335 0.6 0.1 -0.5
O -3.3257 6.0706 -3.6659 0.0 -0.4 0.2
H -3.3371 3.5217 -3.1965 0.3 -0.2 0.1
H -1.5070 3.3466 -3.2809 -0.2 -0.2 0.6
H -2.3475 3.9353 -4.6152 -0.3 0.4 -0.1
H -2.3645 5.3670 -1.8971 -0.5 0.0 0.1
H -0.5674 6.0711 -4.2699 -0.5 -0.2 -0.4
H -0.0652 5.5560 -2.7414 -0.2 -0.2 0.5
H -0.8937 7.0953 -2.9325 -0.2 0.0 0.3
H -3.4078 7.0123 -3.4988 0.4 0.0 0.4
C 6.5454 -1.7949 -1.7602 0.6 1.1 -2.8
C 6.0804 -0.8847 -0.6546 -1.3 1.1 -2.0
C 4.7325 -0.1738 -0.8574 1.0 0.5 -1.5
O 5.8122 -1.7118 0.3629 0.3 -2.6 3.5
H 6.5008 -1.2848 -2.7224 -0.5 0.2 -0.3
H 5.9870 -2.7149 -1.9335 -0.1 0.0 0.5
H 7.6220 -1.9621 -1.7928 0.1 -0.5 0.9
H 6.9006 -0.2031 -0.4295 -0.1 0.5 0.1
H 4.9421 0.5995 -1.5964 -0.5 0.6 0.2
H 4.3158 0.2117 0.0732 0.3 0.2 0.0
H 3.9800 -0.8028 -1.3331 0.1 -0.4 0.1
H 6.4210 -2.4215 0.1451 -0.2 -0.8 1.3
```
Positions in Å, forces in eV/Å.

Maximum force in eV/Å: 4.4
Orbital gap (alpha / beta) in eV: 5.9 / 5.4
Multiplicity: 2
Charge: 0

Atomic partial charges in e from the Löwdin method, atoms 1 to 8: 0.7532, -0.0446, -0.4904, -0.1175, -0.1612, -0.1088, -0.4898, -0.1602

=====

2.
Below is a cluster of 16 separate species, C33H101N3O16 in total, with properties calculated with ωB97M-V/def2-TZVPD.

```
153
Properties=species:S:1:pos:R:3:forces:R:3
C -4.4296 5.5936 -5.5344 1.1 -1.4 0.4
C -4.3401 6.9797 -6.0388 -0.2 0.8 -1.4
C -3.7873 7.1021 -7.4663 0.1 -0.5 -0.6
O -5.6631 7.4622 -6.0315 -0.8 0.6 0.0
H -3.4291 5.1615 -5.5148 0.2 0.0 0.3
H -4.9539 4.8962 -6.1877 -0.4 0.4 -0.2
H -4.8550 5.5092 -4.5344 0.0 0.2 -0.1
H -3.7587 7.6811 -5.4404 0.4 -0.5 0.6
H -4.3921 6.6079 -8.2266 -0.4 -0.3 0.3
H -2.8010 6.6589 -7.6036 0.2 0.2 0.3
H -3.7626 8.1293 -7.8302 0.2 0.3 0.4
H -5.6036 8.3654 -6.3512 -0.4 0.2 0.0
C 6.6782 4.5552 -1.5321 0.2 -0.1 0.5
C 7.2480 4.7853 -0.1358 -0.3 -0.3 0.6
C 7.0170 3.6092 0.8138 0.1 -0.6 -0.3
O 8.6299 5.0663 -0.1763 0.5 0.1 -0.7
H 6.9506 5.2851 -2.2944 0.3 0.2 0.3
H 5.5920 4.5855 -1.4461 0.0 -0.3 -0.1
H 7.0158 3.5737 -1.8650 -0.2 -0.1 -0.2
H 6.7631 5.6162 0.3765 -0.4 0.4 -0.4
H 6.0244 3.1667 0.7286 -0.4 0.5 0.4
H 7.2739 3.9452 1.8184 -0.4 -0.2 0.2
H 7.6402 2.7368 0.6174 0.5 0.2 -0.4
H 8.9580 5.1068 0.7250 0.0 0.0 0.1
C -9.5295 3.1083 3.9429 1.0 0.6 0.3
C -8.9726 2.4267 2.6935 0.4 -0.1 1.0
C -7.5683 1.8085 2.7310 0.7 0.7 0.5
O -9.8493 1.3797 2.4175 -1.2 -0.9 -1.2
H -8.8295 3.8763 4.2721 -0.1 0.4 0.0
H -9.6655 2.4721 4.8175 0.1 -0.5 -0.2
H -10.4929 3.5641 3.7146 0.1 0.0 -0.1
H -9.0407 3.1617 1.8915 0.0 -0.2 -0.3
H -6.7031 2.4682 2.7961 -0.3 0.7 -0.2
H -7.3868 1.2227 1.8299 -0.3 -0.2 0.1
H -7.4093 1.2271 3.6392 -0.4 -0.6 -0.1
H -9.6264 0.6117 2.9486 0.1 0.0 0.1
C 5.9410 6.2645 7.8264 0.9 0.4 -0.3
C 6.6795 5.4264 8.8855 -1.1 -1.2 -1.8
C 6.3804 3.9300 8.6000 0.1 0.3 0.5
O 8.0852 5.5800 8.7375 -0.4 0.5 0.6
H 4.8999 6.0137 7.6233 -0.1 0.0 0.7
H 6.4066 6.1256 6.8507 0.4 -0.3 0.0
H 6.0721 7.3304 8.0128 -0.3 0.0 0.2
H 6.3423 5.7144 9.8813 0.1 0.0 0.2
H 5.3657 3.6819 8.9114 -0.1 -0.1 -0.4
H 7.0411 3.2396 9.1245 0.1 0.2 0.5
H 6.5990 3.7045 7.5562 -0.5 0.2 -0.2
H 8.3510 5.1357 9.5459 1.0 0.0 -0.1
C 0.3935 -8.7952 1.0047 -0.5 -0.1 0.2
C 1.1729 -8.3676 2.2623 -2.8 -1.7 -0.8
C 1.1826 -9.5338 3.3173 -0.4 1.8 -0.4
O 1.8499 -9.0020 4.4383 0.4 0.0 1.3
C 1.7089 -9.8229 5.5805 -0.4 -1.3 0.2
N 2.4401 -8.0466 1.7809 2.1 0.4 0.5
H 0.8369 -9.7227 0.6424 0.0 -0.2 -0.2
H 0.4893 -8.0517 0.2134 0.2 0.1 0.1
H -0.6756 -8.9632 1.1347 0.0 -0.1 0.3
H 0.6847 -7.4816 2.6684 0.0 -0.1 0.5
H 1.7072 -10.4386 3.0104 -0.1 -0.1 -0.5
H 0.1336 -9.7410 3.5287 -0.1 -0.4 0.3
H 0.6602 -10.0719 5.7426 -0.3 0.3 0.1
H 2.1232 -9.5251 6.5437 0.1 1.3 -0.5
H 2.1786 -10.8033 5.5014 0.3 -0.3 -0.8
H 2.9782 -8.1311 2.6315 1.1 0.5 0.0
H 2.7171 -8.8415 1.2228 0.5 -0.1 -0.4
C 1.1987 -7.9082 -8.1510 0.0 0.1 -0.7
C 1.9654 -8.9714 -7.4276 -0.7 -1.2 0.5
C 2.5025 -10.1374 -8.3348 -0.7 0.6 -0.2
O 1.5720 -10.6001 -9.3469 -1.2 -0.6 1.4
C 0.4000 -11.3238 -8.8092 0.9 0.3 -0.2
N 3.0083 -8.3340 -6.6401 0.9 0.0 0.1
H 1.8287 -7.5992 -8.9850 -0.3 0.4 -0.2
H 0.9925 -7.0596 -7.4988 0.2 0.1 0.0
H 0.2304 -8.2419 -8.5242 0.2 -0.2 -0.1
H 1.2977 -9.4439 -6.7071 -0.5 -0.3 0.0
H 2.7940 -10.9565 -7.6773 0.1 -0.2 0.0
H 3.3822 -9.8133 -8.8907 0.0 0.1 0.0
H -0.1716 -10.7605 -8.0716 0.1 0.4 -0.1
H 0.6448 -12.2756 -8.3377 0.7 0.0 0.2
H -0.2774 -11.6307 -9.6061 0.3 0.6 -0.4
H 2.6013 -7.5750 -6.1126 -0.1 0.4 -0.2
H 3.3222 -8.9442 -5.8990 0.3 -0.4 -0.1
C -1.4210 -0.9278 -0.5114 -1.2 0.5 1.0
C -1.0141 0.3462 -1.2192 0.7 -0.4 -0.7
C -0.0484 1.2784 -0.5080 -0.6 0.1 1.4
O -0.6840 1.7619 0.7185 0.6 -0.4 -1.7
C -0.1365 2.9452 1.2312 -0.4 0.0 0.9
N -0.4217 -0.1250 -2.4830 0.5 0.3 0.0
H -0.6410 -1.6772 -0.3769 0.2 0.1 -0.3
H -2.2799 -1.3388 -1.0419 0.3 -0.3 -0.2
H -1.8218 -0.7121 0.4791 0.1 0.1 0.2
H -1.8785 0.9497 -1.4962 -0.3 -0.1 0.3
H 0.2034 2.0916 -1.1888 -0.2 0.4 0.0
H 0.9043 0.8044 -0.2715 0.1 -0.4 0.2
H 0.7693 2.7754 1.8133 0.4 -0.1 -0.2
H -0.8707 3.2804 1.9638 0.0 0.3 -0.1
H 0.0403 3.7399 0.5065 -0.1 -0.1 -0.3
H 0.1552 0.6103 -2.8659 -0.2 0.5 -0.5
H 0.2996 -0.7803 -2.2176 0.0 -0.6 0.0
C -1.8146 7.3619 7.7076 -0.8 0.1 0.0
O -2.3167 7.9603 6.4975 1.0 0.2 0.4
H -2.3264 7.7611 8.5833 -0.5 -0.2 0.0
H -1.9227 6.2785 7.6561 0.1 0.0 0.2
H -0.7815 7.6115 7.9496 0.2 0.1 -1.0
H -3.2030 7.6528 6.2940 0.0 -0.2 0.3
C 5.1955 -2.6977 -2.0469 0.7 -0.4 -0.6
O 3.9425 -3.3556 -1.9632 0.0 0.4 0.1
H 5.7362 -2.5775 -1.1081 -0.4 0.2 0.3
H 5.8842 -3.2544 -2.6824 0.0 -0.4 -0.1
H 5.1140 -1.7445 -2.5692 -0.5 0.1 0.4
H 3.9332 -3.9497 -1.2092 0.1 0.0 0.0
C -6.6149 -6.7510 1.1470 0.3 -1.0 -1.2
O -7.3606 -7.0125 2.2991 -0.5 0.7 0.6
H -7.0015 -5.9612 0.5028 -0.2 0.5 0.8
H -5.5529 -6.5975 1.3383 0.0 0.2 0.1
H -6.7319 -7.6106 0.4871 0.4 -0.3 -0.2
H -6.9570 -7.7504 2.7619 0.0 0.0 0.0
C 1.5484 2.9297 -8.2880 -0.2 1.5 0.0
O 1.7064 3.5153 -6.9982 -0.1 -0.8 0.7
H 2.5059 2.7875 -8.7891 0.0 -0.5 0.1
H 0.9273 2.0381 -8.2018 0.4 -0.1 0.1
H 0.9947 3.6473 -8.8933 -0.2 -0.1 -0.4
H 2.0943 4.3934 -7.0059 0.0 -0.1 -0.5
C -5.7909 -1.1873 -5.9335 0.9 -0.8 0.3
O -4.5523 -1.1930 -6.6922 -1.1 0.4 0.2
H -5.8597 -0.4603 -5.1242 0.2 0.6 -0.4
H -6.6430 -1.0956 -6.6070 0.3 0.1 -0.1
H -5.8595 -2.1260 -5.3837 -0.2 -0.4 -0.2
H -3.8012 -1.0669 -6.1078 -0.1 0.0 0.2
C -3.9488 -5.6270 7.2313 -0.2 0.6 -0.2
O -4.2467 -4.2461 7.0567 0.0 0.1 0.0
H -2.9581 -5.7654 7.6641 0.0 -0.1 0.2
H -4.7409 -5.9722 7.8957 0.3 -0.3 0.0
H -3.9849 -6.1553 6.2785 -0.1 -0.2 0.0
H -3.5719 -3.8188 6.5241 0.1 -0.1 -0.1
C 1.4685 11.0453 3.0863 -0.5 -0.5 0.5
O 1.5153 9.7831 3.7306 0.1 -0.4 0.2
H 1.3169 11.8112 3.8469 0.5 0.4 -0.1
H 2.4096 11.1313 2.5430 -0.3 0.4 -0.1
H 0.5692 11.0651 2.4708 0.3 0.3 -0.6
H 0.7418 9.7436 4.2978 0.0 -0.3 0.1
C 0.0124 -0.8634 6.5914 1.3 0.0 -0.9
O -0.6331 -1.1946 5.3747 -1.3 -0.5 0.2
H 1.0554 -0.8483 6.2752 0.5 0.4 0.9
H -0.2786 0.0933 7.0253 -0.2 0.0 -0.1
H -0.0693 -1.6490 7.3425 -0.5 -0.1 -0.3
H -0.4187 -0.5492 4.6971 0.1 0.1 0.2
C 2.0576 9.0265 -4.0845 -0.4 -0.7 0.4
O 2.5767 8.8390 -5.3674 0.4 0.1 -0.8
H 1.1465 9.6181 -4.1740 0.0 0.3 0.6
H 1.7776 8.0497 -3.6902 0.0 0.0 0.0
H 2.8331 9.4386 -3.4388 -0.3 0.3 0.3
H 2.7465 9.7391 -5.6545 0.2 -0.1 -0.6
```
Positions in Å, forces in eV/Å.

Maximum force in eV/Å: 3.4
Orbital gap in eV: 9.4
Charge: 0

Atomic partial charges in e from the Löwdin method, atoms 1 to 8: -0.0658, -0.5188, -0.0612, -0.0529, 0.0814, 0.0891, 0.0846, 0.1332

=====

3.
Below is a structure of composition C33H10F15GeIrN2O4S, with properties calculated with ωB97M-V/def2-TZVPD.

```
67
Properties=species:S:1:pos:R:3:forces:R:3
Ir -1.9325 0.6680 0.1326 0.0 -2.1 1.5
O -0.4314 2.9284 3.6630 -0.1 -0.3 0.3
C -0.8597 2.0644 2.7550 0.4 0.8 -1.3
O -0.6778 2.2182 1.5520 0.1 0.2 0.5
C -1.5875 0.8999 3.2693 -0.4 -0.8 0.6
C -1.6728 0.5485 4.6131 0.3 0.4 -0.6
C -2.3667 -0.5965 4.9623 -0.4 -0.5 -0.4
C -2.9610 -1.3620 3.9605 0.4 0.4 0.5
C -2.8043 -0.9582 2.6440 -0.3 -0.5 -0.7
N -2.1442 0.1393 2.3092 -0.5 1.1 -0.1
C -3.3367 -1.7885 1.4429 0.0 0.4 1.7
O -4.0205 -2.7592 1.6835 0.1 -0.1 -0.1
O -2.9623 -1.3430 0.3211 0.9 1.7 -2.4
H 0.0225 3.6828 3.2533 0.0 -0.1 -0.2
H -1.1802 1.1636 5.3463 0.0 0.1 0.1
H -2.4335 -0.9054 5.9945 0.0 0.0 0.1
H -3.5133 -2.2647 4.1717 0.0 -0.1 -0.1
F 3.6440 -2.3978 -1.3697 0.3 -0.2 0.3
C 3.2896 -1.9647 -0.1483 -0.1 0.2 0.1
C 2.0960 -1.2801 -0.0211 -0.2 0.2 -0.2
C 1.7193 -0.9008 1.2493 0.6 -0.3 -0.2
F 0.5367 -0.2888 1.4189 -0.1 0.0 0.3
C 2.5124 -1.1541 2.3627 -0.1 0.1 -0.2
F 2.1065 -0.7553 3.5716 0.0 0.0 0.1
C 3.7266 -1.8179 2.2082 -0.2 0.0 -0.4
F 4.5088 -2.0613 3.2569 -0.1 0.0 -0.1
C 4.1138 -2.2330 0.9356 -0.1 0.1 -0.1
F 5.2632 -2.8820 0.7622 0.0 0.0 0.1
Ge 0.9887 -1.0043 -1.6671 0.4 -0.7 0.1
S -0.4029 0.6702 -1.7362 -1.1 0.5 0.1
C 0.2205 -2.8249 -1.9609 0.1 0.6 0.0
C -0.3297 -3.0952 -3.2001 0.0 -0.1 0.3
F -0.3552 -2.0865 -4.0801 -0.3 -0.3 -0.3
C -0.8431 -4.3439 -3.5247 0.1 0.2 0.1
F -1.3444 -4.5848 -4.7339 0.0 -0.1 0.0
C -0.8212 -5.3510 -2.5612 0.2 0.3 0.1
F -1.2767 -6.5651 -2.8547 0.0 0.1 0.0
C -0.3171 -5.0852 -1.2910 0.1 0.2 -0.1
F -0.3073 -6.0389 -0.3623 0.0 -0.1 0.0
C 0.1877 -3.8225 -1.0057 0.0 0.0 -0.2
F 0.6578 -3.5678 0.2262 -0.2 -0.4 0.0
C 2.4121 -0.5234 -3.0034 -0.4 0.1 0.2
C 3.1111 0.6288 -2.6895 -0.1 -0.1 0.0
F 2.7914 1.2434 -1.5356 0.3 0.3 -0.2
C 4.1172 1.1471 -3.4898 -0.1 -0.1 -0.1
F 4.7636 2.2609 -3.1427 0.0 -0.1 -0.1
C 4.4353 0.4865 -4.6747 -0.2 -0.1 0.3
F 5.3781 0.9692 -5.4797 -0.1 -0.1 0.1
C 3.7667 -0.6877 -5.0084 -0.1 0.1 0.2
F 4.0737 -1.3211 -6.1401 0.0 0.0 0.1
C 2.7763 -1.1812 -4.1631 0.1 0.2 0.1
F 2.1791 -2.3310 -4.4742 0.2 -0.2 -0.3
C -3.3846 2.0619 -0.7897 1.0 -2.3 0.2
C -2.8434 3.2407 -0.1868 0.4 1.8 0.6
C -3.3545 3.7269 1.0438 0.1 -0.5 -0.7
C -2.7320 4.7476 1.7133 0.4 0.3 0.0
C -1.5830 5.3441 1.1711 -0.7 -0.9 -0.8
C -1.1181 4.9448 -0.0899 0.1 0.4 0.6
C -1.7409 3.9231 -0.7576 -0.7 -0.7 0.2
C -0.8888 6.3015 1.9327 0.4 0.6 0.4
N -0.3188 7.0359 2.6076 0.1 0.1 0.1
H -3.2333 1.9370 -1.8560 -0.1 0.1 -0.1
H -4.3672 1.7600 -0.4418 0.0 0.0 -0.1
H -4.2361 3.2608 1.4617 -0.1 -0.1 0.0
H -3.1022 5.0992 2.6646 -0.1 0.0 0.1
H -0.2527 5.4354 -0.5112 0.0 0.0 0.0
H -1.3612 3.5896 -1.7091 0.1 -0.1 -0.2
```
Positions in Å, forces in eV/Å.

Maximum force in eV/Å: 3.1
Orbital gap (alpha / beta) in eV: 6.6 / 6.6
Energy relative to the best compared isomer or geometry (same formula, charge and spin) in eV: 2.0529
Charge: 0

Atomic partial charges in e from the Löwdin method, atoms 1 to 8: 1.0285, 0.1664, -0.4436, 0.0133, -0.1686, 0.0356, -0.0036, 0.0473